[1]
18
Properties=species:S:1:pos:R:3 method="wB97M-V/def2-TZVPD" e_lumo_ev=0.29 homo_ev=-8.91 smiles=c1cnc([C@@H]2CS2)cn1.N#[N+][S-] relative_energy_kj_mol=98.5 orbital_gap_ev=9.20
C 2.001 -1.971 0.779
C 2.017 -0.671 1.358
N 1.277 0.267 0.803
C 0.431 -0.017 -0.069
C -0.451 1.148 -0.485
C -0.022 2.521 -0.361
S -1.447 2.082 0.646
C 0.386 -1.302 -0.690
N 1.270 -2.243 -0.325
H 2.745 -2.628 1.139
H 2.746 -0.502 2.238
H -0.852 0.859 -1.467
H 0.889 2.505 0.298
H -0.059 3.264 -1.156
H -0.219 -1.635 -1.539
N -2.811 -0.617 -1.385
N -3.515 -0.660 -0.514
S -4.386 -0.400 0.731

***

[2]
31
Properties=species:S:1:pos:R:3 method="wB97M-V/def2-TZVPD" e_lumo_ev=2.59 homo_ev=-4.97 total_charge=-1 orbital_gap_ev=7.55
C 4.825 -1.231 0.457
C 4.295 0.066 -0.090
O 4.982 0.973 -0.490
O 2.953 0.090 -0.094
C 2.342 1.401 -0.019
C 0.886 1.228 0.376
C -0.063 0.862 -0.783
C -0.497 -0.610 -0.815
C -1.750 -0.828 -1.687
In -3.589 -1.316 -0.554
P -4.130 0.548 1.113
O -5.131 1.555 0.678
O -4.628 -0.132 2.525
O -2.760 1.295 1.647
H 4.530 -2.052 -0.204
H 5.907 -1.177 0.553
H 4.359 -1.434 1.425
H 2.453 1.904 -0.983
H 2.884 1.987 0.731
H 0.843 0.439 1.135
H 0.567 2.166 0.844
H 0.384 1.135 -1.746
H -0.972 1.475 -0.698
H 0.338 -1.211 -1.200
H -0.664 -0.940 0.219
H -1.594 -1.678 -2.361
H -1.936 0.039 -2.330
H -3.290 -2.794 0.410
H -4.952 -1.631 -1.625
H -4.575 -1.093 2.442
H -2.019 0.963 1.124

***

[3]
59
Properties=species:S:1:pos:R:3 method="wB97M-V/def2-TZVPD" e_lumo_ev="-6.59 / -7.59" homo_ev="-14.10 / -14.33" total_charge=+2 multiplicity=4 relative_energy_kj_mol=14.6 orbital_gap_ev="7.51 / 6.74"
Re 0.247 -0.328 0.304
C 0.320 0.826 3.780
C -0.512 1.591 2.802
C -1.430 2.504 3.319
C -2.170 3.305 2.483
C -1.921 3.245 1.120
C -0.995 2.341 0.649
N -0.353 1.463 1.464
C -0.589 2.312 -0.771
C -0.969 3.308 -1.646
C -0.498 3.267 -2.948
C 0.365 2.261 -3.313
C 0.736 1.283 -2.395
N 0.230 1.298 -1.142
C 1.724 0.241 -2.759
C 2.212 0.143 -4.051
C 3.134 -0.850 -4.331
C 3.515 -1.699 -3.316
C 2.981 -1.550 -2.034
C 3.431 -2.522 -0.980
N 2.099 -0.572 -1.769
H 0.523 1.470 4.634
H -0.203 -0.053 4.159
H 1.265 0.524 3.349
H -1.534 2.577 4.393
H -2.901 3.998 2.878
H -2.445 3.905 0.447
H -1.598 4.122 -1.323
H -0.782 4.032 -3.658
H 0.766 2.246 -4.312
H 1.889 0.798 -4.843
H 3.537 -0.959 -5.328
H 4.229 -2.489 -3.499
H 4.154 -2.054 -0.313
H 2.594 -2.885 -0.388
H 3.919 -3.369 -1.456
N 3.126 -2.139 3.115
C 2.086 -1.660 2.438
S 2.420 -0.402 1.254
N 0.892 -2.127 2.716
N -0.082 -1.574 1.956
C -1.305 -1.865 2.236
C -2.349 -1.330 1.377
C -3.692 -1.557 1.612
C -4.623 -1.034 0.726
C -4.181 -0.316 -0.372
C -2.821 -0.132 -0.554
N -1.922 -0.613 0.309
H 4.056 -1.794 2.953
H 2.980 -2.851 3.814
H -1.527 -2.519 3.071
H -3.997 -2.140 2.470
H -5.680 -1.199 0.886
H -4.874 0.083 -1.099
H -2.430 0.378 -1.422
O 0.290 -2.200 -0.540
C -0.289 -2.243 -1.711
O -0.766 -1.264 -2.255
H -0.283 -3.231 -2.186

***

[4]
101
Properties=species:S:1:pos:R:3 method="wB97M-V/def2-TZVPD" e_lumo_ev="0.13 / 1.01" homo_ev="-3.31 / -5.62" total_charge=-1 multiplicity=2 orbital_gap_ev="3.44 / 6.62"
Cu -1.380 0.326 0.992
Cl -2.265 7.386 0.626
C -1.552 5.820 0.897
C -0.179 5.670 0.778
C 0.395 4.416 0.964
Cl 2.130 4.446 0.895
C -0.356 3.261 1.253
O 0.108 1.988 1.334
C -1.768 3.477 1.471
C -2.697 2.502 1.941
O -2.494 1.287 2.242
C -2.328 4.758 1.254
H 0.456 6.518 0.568
H -3.721 2.882 2.074
H -3.394 4.886 1.394
C 4.552 -2.833 1.764
C 4.464 -2.171 0.549
C 3.723 -0.997 0.445
C 3.050 -0.432 1.540
C 3.181 -1.121 2.754
C 3.911 -2.298 2.872
Si 1.751 1.078 1.372
C 2.279 1.947 2.988
C 1.403 2.694 3.785
C 1.842 3.379 4.908
C 3.179 3.335 5.274
C 4.069 2.596 4.509
C 3.622 1.912 3.386
C 2.258 1.677 -0.349
C 1.327 1.904 -1.362
C 1.717 2.390 -2.604
C 3.052 2.661 -2.855
C 3.997 2.444 -1.858
C 3.601 1.955 -0.623
H 5.115 -3.756 1.848
H 4.957 -2.575 -0.329
H 3.669 -0.517 -0.525
H 2.712 -0.715 3.647
H 3.971 -2.801 3.831
H 0.350 2.731 3.541
H 1.135 3.957 5.492
H 3.524 3.874 6.149
H 5.115 2.543 4.789
H 4.341 1.356 2.800
H 0.273 1.719 -1.169
H 0.975 2.565 -3.375
H 3.356 3.048 -3.820
H 5.043 2.653 -2.046
H 4.344 1.801 0.154
O -5.852 -6.709 1.597
S -7.289 -6.521 1.618
O -8.025 -7.344 0.680
O -7.873 -6.406 2.942
C -7.527 -4.832 0.964
N -8.776 -4.452 0.668
C -8.921 -3.227 0.192
C -7.854 -2.364 -0.018
C -6.605 -2.842 0.338
N -6.450 -4.067 0.835
C -5.351 -2.057 0.198
C -4.126 -2.714 0.280
C -2.964 -1.979 0.191
N -2.938 -0.647 0.034
C -4.115 -0.024 -0.063
C -5.327 -0.681 0.008
H -9.938 -2.919 -0.036
H -8.001 -1.383 -0.450
H -4.109 -3.785 0.438
H -2.002 -2.472 0.237
H -4.075 1.052 -0.189
H -6.244 -0.110 -0.061
C 3.224 1.878 -6.813
C 2.708 0.878 -5.810
C 3.572 0.020 -5.138
C 3.118 -0.879 -4.185
C 1.761 -0.931 -3.885
N 1.228 -1.772 -2.885
C 1.809 -2.875 -2.330
O 2.794 -3.442 -2.752
N 1.124 -3.345 -1.199
C 0.720 -2.586 -0.093
C 0.328 -3.269 1.076
C -0.017 -2.536 2.192
C 0.066 -1.158 2.169
N 0.444 -0.472 1.037
C 0.737 -1.213 -0.085
C 0.883 -0.086 -4.555
C 1.354 0.804 -5.504
H 4.158 1.539 -7.262
H 3.418 2.842 -6.334
H 2.500 2.048 -7.610
H 4.633 0.052 -5.362
H 3.805 -1.540 -3.678
H 0.283 -1.570 -2.600
H 1.425 -4.278 -0.961
H 0.311 -4.352 1.098
H -0.318 -3.034 3.104
H -0.082 -0.558 3.060
H 1.092 -0.637 -0.924
H -0.177 -0.124 -4.325
H 0.652 1.453 -6.016

***

| no. | molecular weight (g/mol) |
| --- | --- |
| 1 | 198.3 |
| 2 | 327.0 |
| 3 | 671.8 |
| 4 | 976.5 |